1.
The following is a quantum chemistry calculation of a structure of composition C50H82F24N18O18S8 in a non-equilibrium geometry, from the Open Molecules 2025 dataset.

The geometry in XYZ format:
```
200
Properties=species:S:1:pos:R:3
C -11.11 -25.97 12.45
C -9.66 -26.01 11.81
N -8.63 -25.98 12.80
C -8.56 -26.72 13.96
C -7.41 -26.39 14.59
N -6.79 -25.47 13.78
C -7.51 -25.27 12.70
C -5.46 -24.88 13.94
H -11.86 -25.83 11.61
H -11.15 -25.09 13.13
H -11.30 -26.87 13.02
H -9.53 -25.15 11.17
H -9.73 -26.92 11.19
H -9.48 -27.24 14.29
H -6.99 -26.63 15.55
H -7.15 -24.68 11.86
H -5.49 -24.12 14.72
H -5.24 -24.26 13.07
H -4.70 -25.57 14.13
C 5.44 -20.33 21.86
C 4.67 -19.42 20.97
N 4.22 -18.15 21.72
C 2.90 -17.65 21.69
C 2.93 -16.55 22.45
N 4.18 -16.40 22.99
C 4.95 -17.36 22.48
C 4.74 -15.19 23.58
H 5.67 -21.24 21.33
H 4.78 -20.66 22.74
H 6.44 -19.90 22.27
H 3.77 -19.92 20.67
H 5.18 -19.07 20.08
H 2.16 -18.10 21.09
H 2.14 -15.80 22.58
H 5.99 -17.38 22.74
H 5.82 -15.29 23.92
H 4.11 -14.87 24.43
H 4.69 -14.29 22.93
C -5.86 -23.97 22.46
C -4.55 -23.48 21.91
N -3.61 -23.10 22.99
C -3.31 -23.94 24.07
C -2.46 -23.24 24.85
N -2.42 -21.95 24.36
C -3.08 -21.89 23.20
C -1.63 -20.84 24.85
H -6.16 -23.31 23.26
H -5.81 -24.95 22.82
H -6.64 -24.00 21.68
H -4.72 -22.59 21.29
H -4.02 -24.19 21.30
H -3.59 -24.96 24.22
H -1.96 -23.49 25.76
H -3.19 -20.97 22.59
H -2.13 -20.18 25.60
H -1.33 -20.26 23.91
H -0.77 -21.16 25.34
C -7.97 -36.99 23.93
C -6.59 -36.36 23.82
N -5.99 -36.39 25.16
C -5.34 -35.37 25.81
C -4.90 -35.92 27.02
N -5.23 -37.24 27.00
C -5.96 -37.46 25.91
C -4.98 -38.18 28.05
H -7.82 -38.01 24.17
H -8.41 -36.92 22.94
H -8.62 -36.52 24.68
H -6.72 -35.30 23.51
H -5.99 -36.94 23.13
H -5.45 -34.28 25.40
H -4.29 -35.49 27.79
H -6.40 -38.41 25.59
H -5.34 -39.11 27.68
H -5.36 -37.77 28.96
H -3.86 -38.23 28.02
C -2.92 -12.92 9.76
C -1.89 -12.27 8.84
N -0.90 -13.17 8.31
C 0.36 -13.18 8.75
C 1.05 -14.23 8.15
N 0.10 -14.79 7.36
C -1.07 -14.13 7.46
C 0.30 -15.97 6.52
H -2.44 -13.52 10.54
H -3.60 -13.61 9.30
H -3.45 -12.18 10.29
H -1.38 -11.54 9.48
H -2.34 -11.62 8.06
H 0.72 -12.56 9.50
H 2.08 -14.52 8.29
H -2.01 -14.38 6.94
H 1.31 -16.35 6.54
H 0.04 -15.68 5.48
H -0.38 -16.80 6.85
C -14.87 -32.96 29.20
C -16.22 -33.40 28.78
N -17.29 -32.55 29.26
C -17.81 -32.51 30.53
C -18.94 -31.69 30.45
N -18.99 -31.14 29.17
C -17.91 -31.63 28.55
C -20.09 -30.35 28.59
H -14.67 -33.14 30.26
H -14.74 -31.89 28.95
H -14.13 -33.63 28.73
H -16.37 -34.44 29.03
H -16.25 -33.30 27.69
H -17.37 -33.10 31.37
H -19.74 -31.35 31.09
H -17.66 -31.46 27.54
H -20.44 -29.61 29.29
H -20.88 -31.01 28.18
H -19.83 -29.79 27.75
C -5.75 -17.90 20.52
C -6.24 -19.29 20.50
O -6.44 -20.07 21.37
N -6.64 -19.64 19.07
H -6.10 -19.11 18.37
H -6.33 -20.64 18.78
C -8.18 -19.75 19.18
H -5.86 -17.43 21.49
H -6.11 -17.16 19.81
H -4.64 -17.99 20.36
H -8.30 -20.51 19.96
H -8.65 -20.02 18.19
H -8.71 -18.82 19.54
C -7.29 -27.53 24.14
C -7.29 -27.52 22.63
O -7.64 -26.69 21.83
N -6.66 -28.79 22.11
H -5.64 -28.66 22.42
H -7.18 -29.59 22.49
C -6.64 -28.83 20.67
H -6.49 -26.87 24.50
H -7.04 -28.49 24.50
H -8.32 -27.16 24.41
H -7.56 -28.34 20.17
H -6.64 -29.84 20.30
H -5.76 -28.29 20.30
C -1.49 -17.69 20.15
F -2.60 -16.97 20.28
F -1.03 -17.65 18.88
F -0.56 -17.34 20.97
S -2.01 -19.47 20.55
O -2.23 -19.42 22.00
O -3.18 -19.62 19.68
N -0.81 -20.32 20.00
S 0.51 -20.75 20.72
O 1.71 -20.12 20.16
O 0.43 -20.80 22.19
C 0.58 -22.51 20.32
F -0.57 -23.08 20.65
F 0.75 -22.82 19.03
F 1.55 -23.08 21.00
C -8.64 -24.26 19.02
F -8.79 -23.27 19.88
F -7.62 -24.98 19.43
F -9.77 -24.99 19.13
S -8.46 -23.66 17.22
O -9.20 -24.48 16.31
O -8.81 -22.29 17.30
N -6.94 -24.00 16.94
S -5.79 -23.15 17.45
O -5.14 -22.46 16.39
O -6.06 -22.42 18.72
C -4.53 -24.34 18.03
F -3.85 -24.72 16.88
F -3.64 -23.71 18.73
F -4.98 -25.41 18.58
C -8.65 -32.84 25.42
F -9.95 -32.98 25.69
F -8.16 -31.78 26.08
F -8.06 -33.98 25.78
S -8.41 -32.47 23.58
O -6.96 -32.71 23.50
O -9.33 -33.35 22.91
N -8.65 -31.00 23.26
S -10.03 -30.41 22.65
O -9.80 -29.01 22.29
O -10.66 -31.14 21.63
C -11.22 -30.48 24.06
F -11.79 -31.69 24.15
F -10.70 -30.16 25.27
F -12.16 -29.56 23.83
C -1.81 -27.72 20.64
F -2.14 -28.76 19.85
F -0.84 -28.07 21.46
F -1.43 -26.74 19.79
S -3.26 -27.15 21.82
O -2.69 -26.31 22.85
O -4.26 -26.62 21.00
N -3.65 -28.55 22.44
S -3.18 -28.90 23.94
O -2.00 -28.25 24.38
O -4.34 -28.79 24.83
C -2.73 -30.70 23.69
F -3.75 -31.55 23.71
F -1.98 -30.84 22.56
F -1.88 -31.12 24.64
```

Calculated values
HOMO-LUMO gap = 9.353 eV
charge = +4
spin multiplicity = 1
lowest unoccupied orbital energy = -5.1 eV

Löwdin population analysis, charges in e, atoms 1 to 8: number 1, C, carries -0.055; number 2, C, carries -0.169; number 3, N, carries -0.055; number 4, C, carries 0.009; number 5, C, carries -0.004; number 6, N, carries -0.065; number 7, C, carries -0.014; number 8, C, carries 0.040

***

2.
The following is a quantum chemistry calculation of a cluster of 3 separate species, C2H9NO2 in total in a non-equilibrium geometry, from the Open Molecules 2025 dataset.

The geometry in XYZ format:
```
14
Properties=species:S:1:pos:R:3
C 2.35 -0.15 -0.73
C 1.81 0.43 0.36
N 0.42 0.36 0.67
H 1.82 -0.99 -1.15
H 3.34 0.11 -1.04
H 2.40 1.12 0.96
H -0.02 0.53 -0.23
H 0.14 1.09 1.31
O -2.01 -1.13 1.00
H -1.07 -1.14 1.25
H -2.14 -2.06 0.72
O -2.07 0.55 -1.30
H -2.34 -0.04 -0.58
H -2.63 1.32 -1.23
```

Calculated values
HOMO-LUMO gap = 9.475 eV
charge = 0
SMILES = C=CN.O.O
spin multiplicity = 1
relative energy (zero: lowest compared OMol25 entry of this formula, charge and spin) = 6.9 kcal per mole
lowest unoccupied orbital energy = 0.9 eV

Löwdin population analysis, charges in e, atoms 1 to 8: number 1, C, carries -0.021; number 2, C, carries -0.275; number 3, N, carries 0.011; number 4, H, carries 0.052; number 5, H, carries 0.039; number 6, H, carries 0.093; number 7, H, carries 0.060; number 8, H, carries 0.084

***

Here are the calculated HOMO energy numbers, same order: -14.44; -8.62 (eV).